[1]
A molecular structure, C28H60ClNO13P2SSi2 in a non-equilibrium geometry, computed with ωB97M-V/def2-TZVPD.

```
108
Properties=species:S:1:pos:R:3
H 3.6662 -4.7110 -5.1708
H 5.6327 -1.0311 -2.6780
H -4.1466 1.9248 0.2117
H 9.1260 7.5111 2.5055
H -5.9147 1.8726 -1.7597
H -3.9069 2.6751 -4.8469
C 2.0827 1.6094 1.8578
C 6.0884 7.0591 1.3340
C -7.3520 0.2623 -4.3769
H 1.6742 -1.5291 -2.3964
Cl -2.5313 -2.0415 -1.8010
H 4.7297 -3.5408 -5.9739
S 1.3186 -1.9061 4.5025
H 1.4183 -5.7200 1.0926
C -5.2802 0.4426 2.2568
H -5.6447 2.0234 3.3818
H 4.2988 0.6864 3.2925
H 5.1898 5.6296 2.6910
C -6.0817 0.7265 -4.8744
O 6.4887 4.6630 1.3754
H 1.6678 2.1605 0.9654
H -8.2245 0.5501 -2.2081
H -3.8723 -4.8222 -0.1482
H -7.3338 0.5268 3.1582
O -1.5289 -1.9572 3.8320
H 1.5421 -2.3632 -0.0284
C -3.1268 1.6518 -0.1568
O -2.5625 -2.9337 1.0694
H 8.5451 8.0946 0.9342
H 1.5834 -3.5342 2.0844
C 3.5636 2.1013 2.1050
H 6.4592 7.1004 0.3056
H -3.3353 1.1056 -4.1901
C 2.1619 -2.7589 -4.0771
Si -2.2999 0.2837 0.9051
O 3.6949 -1.6567 -2.5514
H 3.6174 3.2232 2.0982
N -5.3781 1.3917 -3.8744
H 4.4241 0.2415 -2.9355
H 4.1647 1.7055 1.2309
H 8.5853 6.3398 1.2862
O -2.7600 0.6343 2.5132
H -0.2764 -3.7342 2.1311
O 4.0904 1.6333 3.3487
C 2.4271 -1.5535 -3.1921
H -4.6505 -6.4459 0.1641
H 5.2830 7.7941 1.4345
H -4.0673 0.1584 4.0328
H 1.5408 -4.5486 -0.2701
H -8.1532 -0.3197 -4.8737
C -4.0278 1.9760 -3.9843
O 3.0048 -2.7513 -5.2239
H 6.3361 3.5787 3.1313
H 2.8076 -0.5401 2.0747
C -2.4705 -6.5433 0.1702
H -6.8175 -1.1337 2.4597
C -3.5077 2.5846 -2.6110
C -7.4237 0.7104 -2.9539
H 4.6329 -3.5572 -4.2019
H 2.2720 -3.6901 -3.5124
H -5.3893 0.1565 1.1835
H 7.8818 3.4652 2.2695
H 2.4335 0.0554 0.3630
H -0.2248 -2.5555 -0.2843
H 1.4606 1.8060 2.7665
C -6.1831 1.4102 -2.7347
O 7.1028 7.4315 2.2607
H 7.4981 4.9404 3.1781
C 4.0628 -3.6920 -5.1250
C -3.9452 -0.0678 2.9312
C 5.5325 5.6821 1.6529
H -4.2805 3.2290 -2.1230
C -6.5114 -0.2197 3.0264
H 4.6709 5.4921 1.0038
O -1.2934 -6.1332 0.7781
H -0.1253 -6.1516 -0.9310
H -3.8563 -1.1911 2.8793
H 1.1311 -2.7064 -4.4427
C 0.6324 -3.6283 1.4942
Si 0.3463 -0.6947 1.4271
C -0.4440 -5.4019 -0.1462
H -3.3294 -3.3420 1.5124
H 2.3482 -0.6238 -3.7634
O -5.4098 1.8671 2.4508
O -0.2901 0.4929 4.2656
C 7.0784 4.1432 2.5585
C 4.6695 -0.8063 -3.1363
C -3.0865 1.3578 -1.7070
P -3.1796 -1.6380 0.1469
H -6.1814 -0.5478 4.0506
C 0.8663 -4.9085 0.5584
C 0.5467 -2.3777 0.5063
H -2.0657 0.9533 -1.9558
H -0.9907 -4.5966 -0.7077
C 2.1089 0.0667 1.4425
H -2.4795 2.5659 0.0198
C -3.8121 -5.7618 0.4517
P -0.1649 -1.0406 3.5637
O -2.5480 -7.4987 -0.5548
O -0.6341 0.4419 0.6090
H -3.8068 0.5113 -1.8934
H -2.5630 3.1298 -2.8673
H 4.7456 -0.9691 -4.2142
H -1.2005 0.6063 4.6004
C 8.4053 7.3322 1.7074
H -1.3101 -2.8165 4.2350
H -5.7942 0.5323 -5.9319
H -3.8652 -5.6088 1.5598
```

The HOMO-LUMO gap comes out at 7.9 eV.


[2]
3 unconnected molecules or ions with the total composition C28H60N5O7 in a non-equilibrium geometry, computed with ωB97M-V/def2-TZVPD.

```
100
Properties=species:S:1:pos:R:3
C 3.6135 6.6270 -3.1473
H -0.3781 0.0833 -3.5731
H 2.7141 3.9905 -3.5403
H 3.8824 7.4617 -2.4957
H 3.6535 3.7138 3.1976
C 1.2750 3.2162 2.9443
H 4.9162 0.9621 3.6207
H -2.9688 -1.9239 0.0195
C -7.2236 -2.9387 0.1367
H 0.2627 3.5540 -3.4679
H -5.5166 -3.5102 -2.4214
H 3.7486 3.8465 0.0878
H 5.4617 6.5799 -4.2598
H 1.5189 -1.4253 -1.9261
H 5.7157 2.4884 3.5488
H 4.2705 -0.9147 3.2059
H 1.9334 5.2082 -0.6221
C 0.7300 4.2217 -2.7422
O 2.8860 -2.4037 3.1487
H 1.9400 -4.9980 3.2369
N 2.3238 -0.6787 0.8104
H -7.0707 -5.0039 0.7490
C -10.0445 -2.3732 -0.5748
C 3.6161 2.7065 3.5911
C -6.5712 -1.6745 -1.8700
H -3.1345 -0.0301 -1.2293
H -10.0809 -1.4666 0.0300
H 3.5124 3.3755 -1.5937
H 4.8452 4.4471 -1.1416
H 2.7982 -0.6100 4.1501
H 3.1488 7.0882 -4.0235
C -2.3809 -0.6697 -1.6698
C 3.1873 -1.0177 3.2223
H 0.9171 3.6368 -1.8382
H -6.9560 -3.1953 -3.4020
H -6.2672 -2.5991 0.5440
C 3.8885 -5.4981 2.4969
H 5.5430 5.6655 -2.7683
H -10.9877 -2.4575 -1.1150
H 0.2394 2.9298 3.0788
H 1.4961 4.0352 3.6144
H 3.1104 -2.3702 5.2211
H -8.8707 -3.2577 -2.1405
H 1.6266 -3.1730 4.5629
C -2.3628 -1.9946 -0.8754
C 4.8928 5.9180 -3.6052
H -9.9751 -3.2328 0.0931
H 5.3331 -4.5071 1.6637
H 1.7934 -0.0548 -2.9773
C -8.8890 -2.3205 -1.5632
C 3.8028 4.2059 -0.9463
C 2.6009 -0.2222 2.1046
O 1.3526 -2.6763 0.0728
H 4.6812 5.0084 -4.1685
N 2.5908 5.8341 -2.4832
N 1.7302 1.3545 0.9293
C 2.8827 5.4222 -1.1249
H 3.6791 2.8212 4.6690
H 3.3595 -5.3826 1.5494
C 2.9128 -5.2094 3.6649
H -2.7093 -2.8331 -1.4675
O -0.0634 -3.0415 1.6595
H -6.9175 -0.7981 -2.4275
O 3.3591 -4.2073 4.5347
H 3.0626 -1.9397 -0.6673
C 4.8570 1.9405 3.1730
H 4.2242 -6.5310 2.5376
O -1.1191 -0.0234 -1.6302
H 3.2197 -2.5951 0.9398
H 1.3366 2.2105 0.5689
C -7.1300 -4.4365 -0.1820
H -9.0957 -1.5194 -2.2775
H -2.6991 -0.8453 -2.6924
N 0.9424 -3.4287 1.2569
H -8.0045 -4.7971 -0.7244
N -7.6141 -2.0356 -0.9308
C 1.2044 -0.4186 -2.1458
H 4.9896 1.9026 2.0974
H -5.6926 -1.3288 -1.3145
H -0.4892 -1.5087 -2.8556
C -0.2533 -0.4658 -2.6412
C 2.0070 4.8085 -3.3254
C 1.7804 0.3280 0.1004
C 2.5732 -2.0166 0.2913
C 2.2230 1.0640 2.1778
H 3.2951 6.2712 -0.5759
C 2.6980 -2.9963 4.4395
H -5.4901 -2.2561 -3.6480
C 2.2352 2.0559 3.3001
H -7.9325 -2.8140 0.9593
C -6.1167 -2.7287 -2.8872
H 1.8303 1.5878 4.1884
H 2.8057 -6.1366 4.2158
H -1.3396 -2.1630 -0.5688
O 5.0263 -4.6511 2.5596
H -6.2410 -4.6806 -0.7621
H 1.7552 5.2589 -4.2880
H 1.4642 3.5972 1.9472
O 1.2944 0.5506 -1.0915
H 0.0153 5.0089 -2.5022
```

The HOMO-LUMO gap comes out at 6.3 eV. As for the total charge: +1.


Asked for energy relative to the best compared isomer or geometry (same formula, charge and spin) across the records above, the calculation gives 228.5, 0.0 kJ/mol in order.